Computed, not measured: a cluster of 4 separate species, C38H74BF3N5O6 in total at a distorted geometry, with ωB97M-V/def2-TZVPD.

Positions of all 127 atoms, in Å:
C: 3.16 1.07 3.67
O: 3.98 -0.10 3.69
C: 5.35 0.19 3.35
C: 6.16 0.74 4.59
C: 6.82 -0.41 5.46
C: 5.82 -1.05 6.51
C: 5.42 -2.52 6.03
C: 3.84 -2.67 5.91
C: 3.46 -4.01 5.17
C: 3.36 -3.82 3.58
C: 2.74 -5.16 3.01
C: 1.95 -5.01 1.65
N: 1.38 -3.65 1.41
C: -0.03 -3.47 1.52
N: -0.82 -3.57 2.54
C: -0.31 -3.93 3.89
C: -0.67 -5.40 4.34
C: 0.09 -5.89 5.62
F: -0.49 -6.36 3.33
C: -2.27 -3.30 2.44
C: -2.64 -1.94 2.09
C: -4.07 -1.65 1.99
C: -5.00 -2.76 2.29
C: -4.40 -4.03 2.64
N: -3.08 -4.34 2.70
N: -0.57 -3.09 0.22
F: -0.93 -4.13 -0.59
C: 0.46 -2.17 -0.28
C: 0.22 -1.87 -1.80
C: -1.08 -1.02 -2.04
O: -1.11 0.01 -2.66
C: 1.75 -3.05 0.11
F: 1.88 -3.90 -1.02
B: 3.05 -2.08 0.00
O: 3.59 -1.32 1.07
N: 3.67 -1.96 -1.34
C: 5.04 -2.54 -1.35
C: 3.75 -0.51 -1.72
H: 3.50 1.78 4.47
H: 2.13 0.74 3.97
H: 3.06 1.54 2.66
H: 5.36 0.86 2.45
H: 5.81 -0.78 3.02
H: 5.45 1.33 5.21
H: 7.00 1.37 4.20
H: 7.27 -1.20 4.79
H: 7.66 0.07 6.02
H: 6.23 -1.12 7.55
H: 4.88 -0.45 6.55
H: 5.72 -3.22 6.85
H: 5.92 -2.84 5.08
H: 3.46 -2.73 6.98
H: 3.36 -1.76 5.47
H: 4.23 -4.79 5.37
H: 2.43 -4.29 5.53
H: 4.35 -3.56 3.13
H: 2.71 -2.92 3.44
H: 2.02 -5.54 3.78
H: 3.57 -5.91 2.85
H: 2.64 -5.34 0.83
H: 1.09 -5.73 1.62
H: 0.78 -3.71 4.03
H: -0.85 -3.25 4.61
H: -1.76 -5.40 4.60
H: 0.31 -5.08 6.36
H: -0.55 -6.68 6.09
H: 1.07 -6.40 5.40
H: -1.84 -1.19 1.91
H: -4.41 -0.63 1.71
H: -6.08 -2.54 2.22
H: -5.11 -4.86 2.89
H: 0.45 -1.21 0.31
H: 1.11 -1.30 -2.17
H: 0.12 -2.80 -2.42
H: -2.05 -1.44 -1.61
H: 2.94 -0.60 1.23
H: 5.76 -1.99 -2.02
H: 5.00 -3.58 -1.78
H: 5.48 -2.57 -0.32
H: 3.81 -0.41 -2.83
H: 2.80 0.00 -1.40
H: 4.61 -0.04 -1.18
C: -4.95 1.44 -7.04
C: -3.99 2.61 -7.06
O: -3.71 3.15 -5.78
C: -3.09 2.27 -4.85
C: -1.73 1.77 -5.30
H: -5.86 1.69 -6.49
H: -5.21 1.14 -8.05
H: -4.50 0.57 -6.54
H: -4.44 3.42 -7.64
H: -3.06 2.35 -7.58
H: -3.76 1.43 -4.61
H: -2.97 2.84 -3.93
H: -1.81 1.12 -6.18
H: -1.26 1.19 -4.50
H: -1.08 2.61 -5.57
C: -4.69 6.37 -6.00
C: -6.19 6.16 -6.08
O: -6.92 7.34 -6.38
C: -6.63 7.95 -7.63
C: -6.93 7.07 -8.82
H: -4.45 7.19 -5.32
H: -4.19 5.46 -5.66
H: -4.27 6.63 -6.98
H: -6.55 5.83 -5.10
H: -6.44 5.37 -6.79
H: -5.60 8.31 -7.65
H: -7.26 8.84 -7.68
H: -6.27 6.20 -8.86
H: -6.80 7.62 -9.75
H: -7.96 6.69 -8.77
C: -1.56 6.31 -1.02
C: -0.55 5.61 -0.11
O: -1.15 4.68 0.78
C: -1.83 3.59 0.19
C: -0.95 2.71 -0.68
H: -2.36 6.76 -0.43
H: -1.06 7.09 -1.60
H: -2.02 5.61 -1.72
H: -0.06 6.36 0.51
H: 0.24 5.13 -0.70
H: -2.70 3.95 -0.38
H: -2.23 2.99 1.01
H: -0.59 3.24 -1.56
H: -1.50 1.83 -1.01
H: -0.07 2.38 -0.11

Computed properties:
Multiplicity: 1
Total charge: +1
Calculated total energy, eV: -69157.82158